Version w
# C5H7FO

The molecule C5H7FO (the ωB97M-V functional and the def2-TZVPD basis, the Open Molecules 2025 dataset).

Values from the calculation:
- Kohn-Sham gap: 0.320 Eh
- E_HOMO: -0.286 Ha
- E_LUMO: 0.908 eV
- Net charge: 0

Last column: Löwdin charge in e.
Geometry (Å):
C  0.179  -0.759  -0.874  -0.16
C  1.162  -0.987  0.240  -0.12
C  -1.129  1.252  -0.132  -0.20
C  -1.095  0.390  1.069  0.00
C  2.153  -0.216  0.508  -0.11
O  -1.048  -0.161  -0.479  -0.20
F  2.419  0.916  -0.299  -0.03
H  -0.220  -1.877  -1.202  0.18
H  0.688  -0.283  -1.727  0.13
H  1.165  -1.814  0.949  0.12
H  -2.045  1.692  -0.599  0.12
H  -0.305  1.784  -0.554  0.09
H  -2.212  0.321  1.505  0.07
H  2.874  -0.596  1.199  0.11

=====

Version x
# C5H7FO

A 2-piece molecular cluster, C5H7FO overall (the ωB97M-V functional and the def2-TZVPD basis, the Open Molecules 2025 dataset).

Values from the calculation:
- Kohn-Sham gap: 0.341 Eh
- E_HOMO: -0.333 Ha
- E_LUMO: 0.227 eV
- Net charge: 0

Last column: Löwdin charge in e.
Geometry (Å):
C  -1.547  -0.527  -0.393  -0.34
C  -0.115  -0.369  -0.310  -0.34
C  0.558  -1.480  -0.047  -0.14
C  0.195  1.139  -0.230  -0.12
C  1.535  1.342  0.162  -0.01
H  -0.881  0.292  1.643  0.33
H  -1.615  -1.666  -0.503  0.12
H  -2.079  0.240  -1.223  0.17
H  0.287  -2.481  -0.444  0.14
H  -0.664  1.967  -0.577  0.18
H  2.029  2.348  0.186  0.04
H  2.533  0.633  0.518  0.14
O  -2.034  -0.075  0.870  -0.19
F  1.797  -1.362  0.350  0.02

=====

version w ends up most stable, edging out the next structure by 0.0065 hartree.

=====

Version w
# C3H10NO3

A 2-piece molecular cluster, C3H10NO3 overall (the ωB97M-V functional and the def2-TZVPD basis, the Open Molecules 2025 dataset).

Values from the calculation:
- Kohn-Sham gap: 0.447 Eh
- E_HOMO: -0.562 Ha
- E_LUMO: -3.144 eV
- Net charge: +1

Last column: Löwdin charge in e.
Geometry (Å):
C  0.935  0.293  0.975  -0.04
C  -2.490  -0.190  0.626  -0.41
C  1.343  0.597  -0.394  -0.44
N  0.784  -0.408  -1.362  0.21
O  -3.654  -0.718  0.870  0.15
O  -1.673  -0.517  -0.175  0.04
O  2.713  0.536  -0.707  0.04
H  1.451  0.977  1.649  0.11
H  -0.229  0.334  1.142  0.11
H  1.253  -0.704  1.216  0.10
H  -2.678  0.834  1.140  0.19
H  0.335  0.057  -2.189  0.19
H  0.122  -1.102  -0.854  0.17
H  1.537  -0.884  -1.904  0.18
H  -3.834  -1.592  0.543  0.13
H  0.929  1.666  -0.628  0.19
H  3.153  0.822  0.051  0.08

=====

Version x
# C3H10NO3

A 2-piece molecular cluster, C3H10NO3 overall (the ωB97M-V functional and the def2-TZVPD basis, the Open Molecules 2025 dataset).

Values from the calculation:
- Kohn-Sham gap: 0.378 Eh
- E_HOMO: -0.532 Ha
- E_LUMO: -4.172 eV
- Net charge: +1

Last column: Löwdin charge in e.
Geometry (Å):
C  2.327  0.343  -0.034  0.01
C  0.960  -0.285  -0.339  -0.35
C  -0.129  0.591  0.260  -0.34
N  -2.607  -0.639  -0.266  0.05
O  0.840  -1.593  0.099  0.04
O  -0.451  0.380  1.469  0.25
O  -0.614  1.618  -0.343  0.24
H  2.433  1.328  -0.477  0.10
H  3.087  -0.310  -0.462  0.11
H  2.496  0.407  1.039  0.10
H  0.810  -0.333  -1.427  0.17
H  -3.303  -0.065  -0.730  0.04
H  -3.051  -1.045  0.547  0.04
H  -2.379  -1.405  -0.887  0.04
H  1.108  -1.695  1.021  0.12
H  -1.166  0.959  1.803  0.19
H  -0.359  1.744  -1.273  0.18

=====

version x ends up most stable, edging out the next structure by 0.0099 hartree.

=====

Version w
# C12H12

A 2-piece molecular cluster, C12H12 overall (the ωB97M-V functional and the def2-TZVPD basis, the Open Molecules 2025 dataset).

Values from the calculation:
- Kohn-Sham gap: 0.376 Eh
- Structure (SMILES): c1ccccc1.c1ccccc1
- E_HOMO: -0.342 Ha
- E_LUMO: 0.947 eV
- Net charge: 0

Last column: Löwdin charge in e.
Geometry (Å):
C  -3.592  1.856  -2.330  -0.10
C  -3.129  2.275  -1.099  -0.11
C  -2.866  0.852  -3.045  -0.08
C  -1.972  1.715  -0.543  -0.10
C  -1.677  0.331  -2.499  -0.10
C  -1.211  0.757  -1.238  -0.09
H  -4.497  2.261  -2.801  0.10
H  -3.699  2.991  -0.492  0.10
H  -3.217  0.557  -4.042  0.10
H  -1.519  2.125  0.369  0.10
H  -1.042  -0.411  -3.000  0.10
H  -0.259  0.333  -0.893  0.07
C  1.123  -1.579  2.363  -0.09
C  2.316  -2.041  2.996  -0.08
C  1.252  -0.745  1.255  -0.11
C  3.595  -1.808  2.416  -0.09
C  2.502  -0.523  0.661  -0.10
C  3.680  -1.077  1.216  -0.10
H  0.137  -1.854  2.759  0.10
H  2.158  -2.661  3.888  0.10
H  0.316  -0.345  0.844  0.07
H  4.517  -2.247  2.820  0.10
H  2.490  0.033  -0.286  0.10
H  4.595  -0.795  0.679  0.10

=====

Version x
# C12H12

A 2-piece molecular cluster, C12H12 overall (the ωB97M-V functional and the def2-TZVPD basis, the Open Molecules 2025 dataset).

Values from the calculation:
- Kohn-Sham gap: 0.367 Eh
- Structure (SMILES): c1ccccc1.c1ccccc1
- E_HOMO: -0.335 Ha
- E_LUMO: 0.875 eV
- Net charge: 0

Last column: Löwdin charge in e.
Geometry (Å):
C  2.646  -0.455  -1.284  -0.14
C  3.216  0.749  -0.948  -0.13
C  3.341  1.140  0.392  -0.12
C  2.902  0.331  1.499  -0.10
C  2.505  -0.939  1.134  -0.12
C  2.404  -1.346  -0.248  -0.11
C  -1.928  0.681  -1.032  -0.09
C  -1.921  -0.716  -0.910  -0.10
C  -2.841  -1.347  -0.040  -0.11
C  -3.804  -0.578  0.610  -0.11
C  -3.718  0.851  0.737  -0.06
C  -2.839  1.469  -0.246  -0.08
H  2.119  -0.721  -2.267  0.13
H  3.364  1.786  -1.560  0.15
H  3.732  2.100  0.490  0.06
H  3.098  0.935  2.498  0.14
H  2.130  -1.663  1.949  0.12
H  2.155  -2.430  -0.506  0.12
H  -1.210  1.275  -1.617  0.10
H  -1.267  -1.389  -1.417  0.08
H  -2.664  -2.414  -0.033  0.10
H  -4.256  -1.159  1.436  0.10
H  -4.254  1.249  1.521  0.06
H  -2.910  2.592  -0.159  0.10

=====

version w ends up most stable, edging out the next structure by 0.0790 hartree.

=====

Version w
# C5H8N2O3

C5H8N2O3 as an isolated structure (the ωB97M-V functional and the def2-TZVPD basis, the Open Molecules 2025 dataset).

Values from the calculation:
- Kohn-Sham gap: 0.376 Eh
- E_HOMO: -0.356 Ha
- E_LUMO: 0.519 eV
- Net charge: 0

Last column: Löwdin charge in e.
Geometry (Å):
N  -0.323  -0.208  -1.937  0.04
C  0.418  -1.571  -0.609  -0.32
O  0.438  -2.718  -1.015  0.07
C  -0.023  -1.301  0.831  -0.04
C  -0.326  0.113  1.170  -0.28
C  -1.475  0.823  1.325  -0.08
N  -1.210  2.155  1.040  0.09
C  0.078  2.221  0.962  -0.19
O  0.684  1.035  1.136  0.04
H  -0.583  -0.508  -2.869  0.05
H  -0.831  0.568  -1.525  0.03
H  -0.916  -1.909  1.019  0.14
H  0.778  -1.675  1.488  0.15
H  -2.484  0.442  1.453  0.12
H  0.708  3.078  0.742  0.14
H  1.020  0.105  -1.865  0.20
O  1.968  -0.633  -1.041  -0.17
H  2.078  -0.017  -0.305  0.02

=====

Version x
# C5H8N2O3

The molecule C5H8N2O3 (the ωB97M-V functional and the def2-TZVPD basis, the Open Molecules 2025 dataset).

Values from the calculation:
- Kohn-Sham gap: 0.366 Eh
- Structure (SMILES): O=[N+]([O-])CCCCC#[N+][O-]
- E_HOMO: -0.362 Ha
- E_LUMO: 0.123 eV
- Net charge: 0

Last column: Löwdin charge in e.
Geometry (Å):
C  0.707  0.906  0.386  -0.20
C  -0.786  0.990  0.657  -0.24
C  1.022  0.333  -1.029  -0.04
C  -1.503  -0.239  1.195  -0.21
C  -1.481  -1.452  0.433  -0.02
N  -1.893  -2.170  -0.365  -0.13
N  2.484  -0.160  -0.999  -0.38
O  -2.171  -3.007  -1.152  0.04
O  2.947  -0.778  -0.068  0.08
O  3.044  -0.020  -2.077  0.06
H  1.015  1.922  0.670  0.12
H  1.311  0.295  1.027  0.09
H  -1.077  1.999  1.148  0.14
H  -1.309  1.099  -0.407  0.15
H  0.344  -0.450  -1.288  0.11
H  0.924  1.164  -1.728  0.13
H  -0.932  -0.437  2.226  0.16
H  -2.645  0.005  1.372  0.16

=====

version w ends up most stable, edging out the next structure by 0.1191 hartree.